C49H60As2MoN4O6 | ωB97M-V/def2-TZVPD

Values from the calculation:
* Kohn-Sham gap (spin up / spin down): 6.55 / 6.45 eV
* multiplicity: 3
* LUMO level (spin up / spin down): -0.5512 / -1.1246 eV
* total charge: 0

Last column: Löwdin charge in e.
Geometry (Å):
Mo  0.34  -0.48  -0.96  1.688
O  3.42  2.59  -1.64  0.070
C  4.01  2.57  -0.44  -0.262
C  4.98  3.54  -0.19  -0.021
C  5.63  3.61  1.02  -0.088
C  5.34  2.70  2.02  -0.096
C  4.39  1.72  1.78  -0.040
C  3.70  1.63  0.57  -0.064
C  2.67  0.57  0.32  -0.306
O  2.21  0.47  -0.97  -0.260
N  1.37  -0.93  0.87  -0.148
N  0.52  -1.93  0.41  -0.077
C  0.51  -3.09  1.05  -0.049
C  0.42  -4.35  0.46  -0.173
C  0.07  -5.46  1.30  -0.064
C  0.16  -6.74  0.86  -0.107
C  0.66  -6.99  -0.45  -0.082
C  1.05  -5.97  -1.27  -0.026
C  0.96  -4.59  -0.87  -0.392
O  1.42  -3.68  -1.61  -0.062
H  2.78  1.86  -1.68  0.070
H  5.19  4.24  -0.99  0.118
H  6.38  4.38  1.18  0.101
H  5.84  2.74  2.97  0.097
H  4.17  1.02  2.57  0.086
H  0.65  -3.02  2.13  0.142
H  -0.29  -5.24  2.30  0.114
H  -0.12  -7.56  1.51  0.098
H  0.75  -8.01  -0.79  0.108
H  1.44  -6.18  -2.25  0.115
C  0.05  -1.31  -5.28  0.000
C  0.86  -0.96  -4.04  -0.508
C  2.35  -1.20  -4.23  0.009
O  0.35  -1.71  -2.93  -0.165
C  0.61  0.53  -3.71  -0.547
O  0.85  1.41  -4.49  0.118
O  0.08  0.70  -2.52  -0.233
H  0.24  -2.35  -5.57  0.091
H  0.32  -0.65  -6.10  0.095
H  -1.02  -1.19  -5.07  0.091
H  2.52  -2.23  -4.56  0.095
H  2.88  -1.03  -3.30  0.090
H  2.74  -0.51  -4.98  0.100
H  0.89  -2.50  -2.69  0.056
C  -2.77  3.09  6.41  -0.050
C  -2.43  2.93  4.95  -0.267
C  -2.41  1.69  4.34  -0.022
C  -2.06  1.52  3.01  -0.296
C  -2.18  0.14  2.43  -0.072
C  -1.65  2.64  2.25  -0.306
As  -1.13  2.33  0.36  1.371
N  0.11  0.94  0.44  -0.335
C  1.19  0.53  1.23  -0.381
C  2.83  -0.93  0.77  -0.139
C  3.41  -1.35  2.09  -0.022
C  2.95  -0.97  3.29  -0.097
C  1.94  0.05  3.57  -0.065
C  1.22  0.76  2.70  -0.004
C  0.06  3.80  -0.18  -0.298
C  1.10  4.38  0.57  -0.270
C  1.36  4.07  2.02  -0.037
C  1.93  5.32  -0.03  -0.023
C  1.79  5.70  -1.35  -0.261
C  2.72  6.68  -1.99  -0.045
C  0.74  5.14  -2.07  -0.009
C  -0.13  4.22  -1.51  -0.283
C  -1.28  3.72  -2.37  -0.093
C  -1.79  3.92  2.82  -0.292
C  -1.65  5.20  2.04  -0.047
C  -2.15  4.04  4.16  -0.018
H  -3.14  2.16  6.83  0.072
H  -3.53  3.86  6.55  0.079
H  -1.89  3.39  6.99  0.082
H  -2.71  0.81  4.92  0.112
H  -2.67  -0.53  3.14  0.078
H  -1.22  -0.30  2.17  0.047
H  -2.78  0.16  1.52  0.051
H  3.19  -1.55  -0.05  0.156
H  4.22  -2.07  2.05  0.111
H  3.43  -1.40  4.16  0.104
H  1.81  0.30  4.62  0.106
H  0.56  1.53  3.08  0.092
H  0.51  3.62  2.51  0.037
H  1.62  4.98  2.55  0.092
H  2.21  3.39  2.11  0.072
H  2.73  5.75  0.57  0.120
H  3.54  6.94  -1.31  0.072
H  2.19  7.60  -2.26  0.080
H  3.15  6.27  -2.90  0.084
H  0.60  5.43  -3.11  0.120
H  -1.28  4.26  -3.32  0.077
H  -2.24  3.89  -1.88  0.062
H  -1.18  2.66  -2.59  0.040
H  -1.56  5.04  0.97  0.054
H  -0.77  5.77  2.37  0.087
H  -2.52  5.83  2.22  0.087
H  -2.22  5.03  4.59  0.124
C  -2.07  -6.20  -3.06  -0.173
C  -2.57  -5.65  -1.73  -0.438
As  -2.35  -3.69  -1.61  1.240
C  -3.17  -3.43  0.19  -0.438
C  -4.01  -4.55  0.79  -0.166
C  -3.86  -3.21  -2.81  -0.438
C  -5.28  -3.29  -2.25  -0.171
H  -2.14  -7.28  -3.09  0.071
H  -1.02  -5.92  -3.23  0.051
H  -2.65  -5.81  -3.90  0.053
H  -2.00  -6.08  -0.90  0.042
H  -3.62  -5.90  -1.58  0.059
H  -3.74  -2.50  0.17  0.032
H  -2.32  -3.23  0.85  0.034
H  -4.86  -4.81  0.16  0.050
H  -4.41  -4.24  1.76  0.071
H  -3.43  -5.45  0.95  0.061
H  -3.76  -3.88  -3.66  0.048
H  -3.66  -2.21  -3.20  0.037
H  -5.53  -4.30  -1.96  0.058
H  -6.01  -2.97  -2.99  0.069
H  -5.41  -2.65  -1.37  0.054
N  -2.82  -0.32  -1.15  0.188
C  -1.70  -0.68  -1.11  -0.216
H  -3.73  -0.52  -1.51  0.100

---

C49H60N6OP2Ti | ωB97M-V/def2-TZVPD

Values from the calculation:
* Kohn-Sham gap (spin up / spin down): 6.70 / 6.94 eV
* multiplicity: 3
* LUMO level (spin up / spin down): -5.3824 / -5.5650 eV
* total charge: +2

Last column: Löwdin charge in e.
Geometry (Å):
Ti  0.34  -1.21  0.19  0.729
C  -2.45  -5.23  5.33  -0.055
C  -2.41  -3.70  5.30  -0.551
C  -1.74  -3.19  6.59  -0.026
C  -3.84  -3.16  5.20  -0.031
C  -1.60  -3.19  4.11  -0.123
C  -0.88  -4.02  3.26  0.033
C  -0.21  -3.48  2.19  -0.088
N  -0.18  -2.16  1.91  -0.040
C  -0.82  -1.34  2.77  -0.190
C  -1.53  -1.82  3.84  0.059
C  -0.58  0.11  2.52  -0.188
C  -0.98  1.11  3.37  0.062
C  -0.57  2.43  3.18  -0.120
C  0.31  2.66  2.13  0.038
C  0.65  1.62  1.29  -0.082
N  0.19  0.37  1.44  -0.028
C  -1.07  3.52  4.11  -0.553
C  -0.59  4.90  3.67  -0.055
C  -0.54  3.24  5.53  -0.027
C  -2.61  3.50  4.13  -0.031
H  -3.07  -5.55  6.17  0.097
H  -1.46  -5.67  5.48  0.093
H  -2.89  -5.65  4.42  0.096
H  -2.30  -3.55  7.46  0.100
H  -1.74  -2.09  6.64  0.083
H  -0.71  -3.54  6.67  0.097
H  -4.44  -3.56  6.02  0.098
H  -4.32  -3.45  4.26  0.095
H  -3.88  -2.07  5.28  0.081
H  -0.86  -5.09  3.41  0.122
H  0.33  -4.11  1.50  0.124
H  -2.05  -1.12  4.49  0.119
H  -1.61  0.86  4.22  0.119
H  0.73  3.64  1.95  0.120
H  1.32  1.79  0.45  0.066
H  0.50  5.00  3.73  0.093
H  -1.02  5.66  4.33  0.096
H  -0.91  5.14  2.65  0.095
H  0.56  3.26  5.55  0.097
H  -0.87  2.26  5.91  0.083
H  -0.90  4.00  6.22  0.100
H  -3.02  3.57  3.11  0.097
H  -2.98  4.34  4.70  0.096
H  -3.00  2.59  4.59  0.082
O  2.55  -1.34  0.75  -0.062
H  3.13  -0.58  0.61  0.075
H  2.89  -1.79  1.53  0.098
C  3.08  0.35  -2.31  -0.517
P  1.37  -0.27  -2.00  0.982
C  1.48  -1.96  -2.69  -0.349
C  1.90  -2.28  -3.98  -0.073
C  1.97  -3.61  -4.39  -0.037
C  1.67  -4.64  -3.51  -0.044
C  1.29  -4.34  -2.20  -0.055
C  1.21  -3.02  -1.81  -0.152
C  0.24  0.71  -3.03  -0.383
C  -0.02  0.46  -4.38  -0.074
C  -0.90  1.26  -5.09  -0.049
C  -1.54  2.33  -4.47  -0.055
C  -1.29  2.59  -3.13  -0.064
C  -0.41  1.79  -2.42  -0.136
P  3.42  2.08  -1.74  1.014
C  2.73  3.14  -3.07  -0.415
C  2.00  4.26  -2.69  -0.126
C  1.56  5.18  -3.65  -0.075
C  1.84  4.96  -4.99  -0.066
C  2.56  3.84  -5.37  -0.063
C  3.01  2.94  -4.42  -0.087
C  5.22  2.19  -2.14  -0.386
C  5.77  3.48  -2.19  -0.102
C  7.11  3.66  -2.51  -0.066
C  7.92  2.56  -2.79  -0.070
C  7.39  1.28  -2.71  -0.074
C  6.04  1.10  -2.38  -0.103
H  3.36  0.20  -3.35  0.057
H  3.70  -0.29  -1.69  0.033
H  2.17  -1.50  -4.68  0.106
H  2.28  -3.84  -5.40  0.121
H  1.74  -5.67  -3.83  0.120
H  1.08  -5.14  -1.50  0.117
H  0.94  -2.84  -0.78  0.030
H  0.46  -0.37  -4.88  0.090
H  -1.08  1.05  -6.14  0.118
H  -2.22  2.95  -5.03  0.117
H  -1.78  3.43  -2.64  0.116
H  -0.22  2.01  -1.37  0.083
H  1.78  4.43  -1.64  0.093
H  1.00  6.06  -3.34  0.109
H  1.51  5.68  -5.73  0.112
H  2.80  3.67  -6.42  0.111
H  3.62  2.09  -4.73  0.109
H  5.15  4.34  -1.98  0.106
H  7.51  4.66  -2.56  0.112
H  8.96  2.70  -3.06  0.112
H  8.01  0.42  -2.91  0.109
H  5.66  0.08  -2.32  0.085
C  -2.56  -2.73  0.17  -0.162
N  -3.93  -2.83  -0.27  -0.073
C  -4.60  -1.55  -0.01  -0.142
N  -3.95  -0.44  -0.73  -0.071
C  -2.58  -0.35  -0.29  -0.155
N  -1.79  -1.63  -0.54  -0.126
C  -1.93  -1.94  -2.02  -0.149
N  -3.31  -2.01  -2.46  -0.071
C  -3.98  -3.08  -1.71  -0.143
C  -3.97  -0.74  -2.17  -0.132
H  -2.04  -3.67  -0.03  0.131
H  -2.55  -2.53  1.23  0.107
H  -4.59  -1.34  1.06  0.131
H  -5.64  -1.62  -0.34  0.135
H  -2.56  -0.15  0.78  0.118
H  -2.08  0.45  -0.82  0.109
H  -1.44  -2.89  -2.21  0.120
H  -1.43  -1.16  -2.58  0.101
H  -3.49  -4.03  -1.93  0.133
H  -5.02  -3.14  -2.03  0.135
H  -5.01  -0.79  -2.50  0.136
H  -3.46  0.06  -2.71  0.128

---

C49H61MgN6O5P | ωB97M-V/def2-TZVPD

Values from the calculation:
* Kohn-Sham gap: 2.97 eV
* LUMO level: -0.9326 eV
* total charge: 0

Last column: Löwdin charge in e.
Geometry (Å):
Mg  1.04  0.00  0.53  0.571
C  5.36  0.01  0.56  -0.054
C  5.70  1.26  0.01  -0.054
C  4.70  2.15  -0.27  -0.004
C  3.34  1.81  -0.03  -0.189
N  3.04  0.60  0.47  0.058
C  4.02  -0.26  0.74  -0.172
C  2.30  2.82  -0.16  -0.139
C  2.64  4.13  0.20  -0.064
C  1.68  5.11  0.31  -0.099
C  0.34  4.75  0.17  -0.089
C  -0.02  3.46  -0.14  -0.071
C  0.94  2.48  -0.46  -0.135
H  6.11  -0.72  0.79  0.100
H  6.73  1.50  -0.19  0.108
H  4.93  3.10  -0.72  0.113
H  3.71  -1.23  1.08  0.115
H  3.66  4.36  0.45  0.103
H  1.96  6.13  0.55  0.098
H  -0.42  5.51  0.29  0.101
H  -1.06  3.22  -0.23  0.073
C  0.39  -0.13  -5.50  -0.042
C  -0.43  -0.37  -4.23  -0.509
C  -0.20  -1.81  -3.77  -0.042
C  -1.91  -0.18  -4.54  -0.030
C  -0.09  0.66  -3.16  -0.269
C  0.74  1.26  -1.23  -0.205
H  0.14  -0.89  -6.24  0.078
H  1.46  -0.19  -5.30  0.081
H  0.17  0.85  -5.93  0.078
H  -0.50  -2.49  -4.56  0.070
H  -0.78  -2.05  -2.88  0.080
H  0.85  -2.00  -3.55  0.066
H  -2.22  -0.82  -5.37  0.079
H  -2.11  0.86  -4.81  0.088
H  -2.51  -0.43  -3.67  0.074
C  -3.38  4.65  3.12  -0.076
C  -1.94  4.67  2.62  -0.330
O  -1.16  3.66  3.22  -0.314
P  -1.05  2.16  2.46  0.987
O  -1.86  1.22  3.51  -0.304
C  -1.65  1.21  4.91  -0.294
C  -2.68  2.06  5.65  -0.070
O  0.46  1.84  3.03  -0.315
C  1.50  2.80  2.99  -0.290
C  1.74  3.45  4.34  -0.054
H  -3.97  5.37  2.56  0.074
H  -3.42  4.89  4.18  0.067
H  -3.78  3.65  2.97  0.071
H  -1.45  5.62  2.87  0.123
H  -1.94  4.54  1.54  0.080
H  -0.64  1.56  5.14  0.104
H  -1.75  0.16  5.23  0.111
H  -2.50  3.11  5.44  0.054
H  -2.60  1.89  6.72  0.073
H  -3.68  1.80  5.31  0.079
H  1.26  3.58  2.27  0.082
H  2.40  2.27  2.65  0.112
H  0.85  3.98  4.66  0.067
H  2.56  4.16  4.24  0.077
H  2.01  2.72  5.10  0.068
C  2.83  -2.90  -2.04  -0.028
C  2.39  -1.76  -1.37  -0.103
N  1.40  -1.80  -0.48  0.048
C  0.77  -2.94  -0.30  -0.050
C  1.08  -4.14  -0.97  -0.188
C  2.20  -4.10  -1.83  -0.009
C  0.33  -5.33  -0.72  -0.019
C  0.09  -6.35  -1.59  -0.026
C  0.28  -6.36  -3.00  -0.264
C  0.02  -7.53  -3.75  -0.002
C  0.13  -7.45  -5.12  -0.127
N  0.48  -6.32  -5.75  0.085
C  0.71  -5.28  -4.96  -0.209
N  0.63  -5.23  -3.66  0.127
H  3.68  -2.83  -2.71  0.116
H  2.85  -0.80  -1.55  0.118
H  -0.07  -2.92  0.39  0.120
H  2.55  -5.01  -2.30  0.117
H  -0.11  -5.41  0.27  0.115
H  -0.39  -7.24  -1.19  0.109
H  -0.25  -8.45  -3.26  0.108
H  -0.06  -8.31  -5.76  0.109
H  1.00  -4.37  -5.46  0.112
C  -4.80  0.59  -1.50  -0.005
N  -3.90  0.10  -0.50  -0.046
N  -2.59  0.50  -0.41  0.077
C  -2.00  -0.18  0.63  -0.414
O  -0.78  -0.02  0.96  -0.161
C  -3.00  -0.98  1.21  0.049
C  -4.16  -0.78  0.50  -0.267
C  -5.51  -1.37  0.70  -0.025
C  -1.87  1.16  -1.40  -0.227
C  -0.56  0.54  -1.70  -0.169
C  1.11  1.40  -2.68  -0.091
C  -0.09  2.14  -3.41  -0.150
C  -1.19  2.92  -2.86  -0.101
C  -2.11  2.40  -1.98  -0.126
H  -4.21  0.98  -2.33  0.079
H  -5.45  1.38  -1.12  0.097
H  -5.43  -0.23  -1.87  0.093
H  -2.87  -1.62  2.06  0.107
H  -5.53  -1.93  1.63  0.079
H  -5.75  -2.06  -0.11  0.083
H  -6.29  -0.61  0.73  0.082
H  -0.56  -0.51  -1.40  0.112
H  2.09  1.51  -3.11  0.122
H  0.23  2.48  -4.39  0.125
H  -1.35  3.91  -3.27  0.079
H  -2.99  2.97  -1.72  0.107
C  1.09  -2.61  4.04  -0.123
C  2.39  -1.86  4.40  -0.124
C  2.33  -0.61  3.52  -0.180
O  1.47  -0.94  2.45  -0.203
C  0.41  -1.66  3.04  -0.182
H  0.47  -2.79  4.91  0.111
H  1.32  -3.57  3.57  0.108
H  3.26  -2.47  4.16  0.108
H  2.44  -1.60  5.46  0.111
H  3.30  -0.32  3.11  0.113
H  1.90  0.23  4.08  0.118
H  -0.13  -2.18  2.25  0.101
H  -0.26  -0.97  3.54  0.120

---

C49H63N3PPtSi4Te | ωB97M-V/def2-TZVPD

Values from the calculation:
* Kohn-Sham gap (spin up / spin down): 5.64 / 5.68 eV
* LUMO level (spin up / spin down): 1.7783 / 2.0188 eV
* total charge: -1

Last column: Löwdin charge in e.
Geometry (Å):
Pt  0.18  0.34  0.31  0.690
C  -6.01  -4.54  0.58  -0.109
C  -6.04  -3.55  -0.40  -0.097
C  -4.91  -2.77  -0.62  -0.136
C  -3.75  -2.93  0.14  -0.348
C  -3.72  -3.96  1.07  -0.085
C  -4.84  -4.74  1.30  -0.095
P  -2.31  -1.88  -0.39  0.967
C  -1.07  -2.40  0.87  -0.420
C  0.14  -2.96  0.49  -0.137
C  1.05  -3.40  1.44  -0.101
C  0.73  -3.31  2.79  -0.098
C  -0.50  -2.80  3.18  -0.087
C  -1.39  -2.35  2.23  -0.131
C  -2.80  -0.21  0.22  -0.420
C  -4.13  0.16  0.44  -0.110
C  -4.47  1.47  0.74  -0.116
C  -3.48  2.44  0.79  -0.112
C  -2.16  2.09  0.58  -0.159
C  -1.77  0.76  0.34  -0.497
H  -6.88  -5.15  0.77  0.093
H  -6.93  -3.39  -0.98  0.098
H  -4.93  -2.03  -1.41  0.102
H  -2.82  -4.16  1.64  0.090
H  -4.81  -5.52  2.05  0.097
H  0.38  -3.06  -0.57  0.068
H  2.00  -3.81  1.14  0.092
H  1.44  -3.65  3.54  0.094
H  -0.76  -2.75  4.23  0.103
H  -2.34  -1.92  2.54  0.116
H  -4.92  -0.57  0.37  0.078
H  -5.50  1.73  0.94  0.089
H  -3.74  3.47  1.00  0.093
H  -1.40  2.85  0.63  0.091
C  7.01  1.70  0.67  -0.041
C  6.80  0.62  1.69  -0.214
C  7.84  0.14  2.47  -0.057
C  7.63  -0.85  3.42  -0.103
C  6.37  -1.39  3.59  -0.091
C  5.31  -0.93  2.82  -0.031
C  5.51  0.07  1.87  -0.198
N  4.47  0.55  1.07  0.141
C  3.10  0.38  1.29  -0.353
N  2.72  0.60  2.56  0.140
C  1.44  0.70  3.14  -0.209
C  0.26  0.71  2.38  -0.176
C  -0.91  0.86  3.14  -0.133
C  -0.92  0.97  4.52  -0.101
C  0.27  0.95  5.23  -0.081
C  1.47  0.82  4.54  -0.234
C  2.76  0.82  5.32  -0.056
N  2.31  0.10  0.31  -0.017
C  2.97  -0.12  -0.94  -0.339
C  3.53  -1.37  -1.19  -0.035
C  4.27  -1.59  -2.33  -0.089
C  4.47  -0.56  -3.23  -0.104
C  3.89  0.68  -3.00  -0.051
C  3.14  0.93  -1.85  -0.263
C  2.57  2.29  -1.57  -0.046
H  8.03  2.08  0.73  0.075
H  6.32  2.53  0.84  0.085
H  6.85  1.33  -0.34  0.084
H  8.83  0.55  2.34  0.106
H  8.46  -1.21  4.02  0.095
H  6.20  -2.17  4.32  0.101
H  4.33  -1.37  2.93  0.113
H  4.71  0.76  0.11  0.122
H  3.49  0.83  3.17  0.104
H  -1.87  0.88  2.65  0.075
H  -1.86  1.08  5.05  0.095
H  0.28  1.04  6.31  0.098
H  2.56  0.86  6.38  0.072
H  3.38  1.69  5.07  0.084
H  3.36  -0.08  5.13  0.071
H  3.38  -2.16  -0.46  0.110
H  4.70  -2.57  -2.52  0.102
H  5.09  -0.71  -4.10  0.099
H  4.05  1.48  -3.71  0.108
H  2.44  2.86  -2.49  0.062
H  3.23  2.86  -0.90  0.082
H  1.60  2.20  -1.07  0.031
C  -2.30  2.83  -5.05  -0.225
Si  -2.17  1.05  -5.70  0.301
C  -3.49  0.02  -4.83  -0.226
C  -2.69  1.13  -7.54  -0.226
Si  -0.02  0.23  -5.36  0.331
Te  -0.26  -0.37  -2.16  0.540
Si  1.55  1.43  -6.61  0.334
C  1.88  3.11  -5.76  -0.229
C  3.19  0.47  -6.68  -0.231
C  1.23  1.88  -8.44  -0.229
Si  0.14  -2.06  -5.79  0.292
C  1.71  -2.81  -5.04  -0.228
C  0.21  -2.47  -7.65  -0.229
C  -1.34  -3.02  -5.10  -0.225
H  -3.28  3.27  -5.25  0.023
H  -1.55  3.47  -5.52  0.007
H  -2.13  2.84  -3.97  0.023
H  -4.47  0.52  -4.82  0.025
H  -3.20  -0.16  -3.79  -0.005
H  -3.62  -0.95  -5.31  0.007
H  -3.70  1.52  -7.67  0.021
H  -2.66  0.13  -7.99  0.013
H  -2.00  1.76  -8.11  0.004
H  1.96  2.98  -4.68  -0.008
H  1.03  3.78  -5.94  0.013
H  2.78  3.61  -6.11  0.024
H  3.30  -0.14  -5.79  -0.019
H  4.07  1.11  -6.77  0.026
H  3.20  -0.22  -7.53  0.021
H  0.40  2.58  -8.53  0.008
H  0.96  0.99  -9.02  0.015
H  2.10  2.33  -8.92  0.022
H  2.61  -2.42  -5.52  0.009
H  1.74  -3.90  -5.12  0.025
H  1.77  -2.55  -3.98  -0.006
H  1.09  -2.02  -8.12  0.008
H  -0.67  -2.08  -8.17  0.011
H  0.25  -3.55  -7.85  0.020
H  -1.51  -2.74  -4.05  -0.006
H  -1.19  -4.10  -5.14  0.025
H  -2.25  -2.78  -5.65  0.009